Entry 1:
Entry from OMol25: a 6-piece molecular cluster, C6H18N6O12 overall in a non-equilibrium geometry (wB97M-V/def2-TZVPD).

```
! RIJCOSX wB97M-V def2-TZVPD def2/J DEFGRID3
* xyz 0 1
O -2.542 -6.636 -0.954
O -5.339 2.535 -6.038
O 6.376 1.771 7.919
O -0.982 -4.222 7.088
O 5.188 4.011 -5.862
O 1.713 0.804 -0.077
O 7.022 3.162 6.418
O 0.690 2.282 -1.315
O -1.218 -3.371 5.145
O 3.770 2.319 -6.146
O -4.047 -6.531 0.613
O -5.144 2.782 -3.963
N 6.146 2.482 6.939
N -5.086 3.239 -5.064
N 0.954 1.115 -0.990
N -3.569 -6.191 -0.459
N -1.637 -3.754 6.189
N 4.830 2.802 -5.719
C -4.275 -5.166 -1.214
C 4.818 2.387 6.313
C 0.256 -0.007 -1.740
C -3.125 -3.628 6.377
C -4.770 4.712 -5.295
C 5.804 1.886 -5.038
H -0.027 -0.711 -0.958
H -4.014 -5.336 -2.259
H -3.473 -4.659 6.326
H 4.104 2.766 7.044
H 0.910 -0.446 -2.493
H -3.621 -3.106 5.559
H -0.617 0.416 -2.237
H -3.956 -4.185 -0.862
H 4.592 1.382 5.957
H -3.681 4.747 -5.334
H 4.833 3.114 5.501
H -3.367 -3.034 7.259
H 6.431 2.493 -4.387
H 5.233 1.085 -4.567
H -5.214 5.353 -4.533
H 6.452 1.617 -5.872
H -5.325 -5.375 -1.009
H -5.091 5.099 -6.263
*
```

Calculated values
Energy relative to the best compared isomer or geometry (same formula, charge and spin)   138.97 kJ/mol
E   -1470.20345 a.u.
Frontier orbital gap   10.798 eV
Max |F|   0.0673 Eh/bohr


Entry 2:
Entry from OMol25: the molecule C5H4BrClN2O2 in a non-equilibrium geometry (wB97M-V/def2-TZVPD).

```
! RIJCOSX wB97M-V def2-TZVPD def2/J DEFGRID3
* xyz 0 1
Br -2.580 1.595 1.496
Cl 1.677 0.696 -1.673
O 1.434 1.052 2.896
O 1.556 2.233 1.126
N 1.524 -0.402 -0.457
N 1.053 1.387 1.808
C -1.029 0.611 0.555
C 0.068 0.638 1.177
C -1.492 -0.110 -0.589
C 0.633 -1.435 -0.631
C -0.701 -1.027 -1.202
H -2.479 0.161 -1.088
H 0.981 -2.128 -1.560
H 0.343 -1.870 0.386
H -0.988 -1.401 -2.245
*
```

Calculated values
Energy relative to the best compared isomer or geometry (same formula, charge and spin)   632.81 kJ/mol
E   -3486.77703 a.u.
Frontier orbital gap (alpha / beta)   7.882 / 7.419 eV
Max |F|   0.0824 Eh/bohr


Entry 3:
Entry from OMol25: a 2-piece molecular cluster, C10H14OSi2 overall in a non-equilibrium geometry (wB97M-V/def2-TZVPD).

```
! RIJCOSX wB97M-V def2-TZVPD def2/J DEFGRID3
* xyz 0 1
Si 0.651 0.047 -0.221
Si 2.692 1.643 1.666
O 1.512 0.825 0.914
C -1.010 -0.390 0.536
C 1.681 -1.346 -0.951
C -1.287 -0.092 1.869
C -3.483 -1.028 1.660
C -1.997 -1.013 -0.223
C -2.509 -0.410 2.430
C 1.634 -1.743 -2.213
C -0.888 1.844 -2.795
C 0.298 1.694 -2.264
C -3.224 -1.326 0.331
H -2.703 -0.180 3.469
H 2.256 -2.541 -2.592
H -1.753 1.300 -2.441
H 2.154 2.976 1.917
H 1.196 2.203 -2.568
H -1.078 2.526 -3.622
H 2.384 -1.834 -0.283
H -3.984 -1.801 -0.271
H -4.441 -1.276 2.092
H 3.865 1.662 0.795
H -1.796 -1.249 -1.258
H 0.971 -1.282 -2.929
H -0.529 0.395 2.467
H 2.944 0.894 2.898
*
```

Calculated values
Energy relative to the best compared isomer or geometry (same formula, charge and spin)   36.93 kJ/mol
E   -1043.63629 a.u.
Frontier orbital gap   8.936 eV
Max |F|   0.0746 Eh/bohr


Entry 4:
Entry from OMol25: C28H39BN2NiO6 as an isolated structure in a non-equilibrium geometry (wB97M-V/def2-TZVPD).

```
! RIJCOSX wB97M-V def2-TZVPD def2/J DEFGRID3
* xyz 2 3
Ni 4.880 1.905 -0.151
O -5.509 -1.703 -1.700
O -4.638 -0.708 2.826
O 6.209 0.711 -2.286
O -2.231 -4.194 -3.557
O 0.354 -3.825 -3.169
O 1.463 -3.869 -1.128
N 4.404 -0.525 -0.439
N -4.097 -3.139 -2.823
C 0.868 -1.555 0.493
C -1.415 0.055 1.558
C -2.071 3.375 -1.878
C -2.106 -2.575 -1.689
C 7.133 1.178 1.278
C 3.307 -1.300 0.126
C -0.756 -2.517 -1.203
C -1.592 -0.885 0.439
C 6.761 1.213 -1.124
C -5.737 0.339 4.655
C -0.514 -1.654 -0.125
C -4.441 -2.175 -1.884
C -0.798 1.795 -0.322
C -1.830 1.919 -1.458
C -1.422 1.546 1.063
C -3.141 4.072 -1.015
C 6.531 0.610 0.135
C -4.091 -0.302 0.510
C 5.668 -0.642 0.301
C 8.122 2.906 -0.059
C 1.936 -0.824 -0.339
C -5.838 -0.755 3.609
C 7.922 2.315 1.177
C -3.161 -1.873 -1.164
C -2.944 -1.021 -0.086
C -4.750 -1.275 1.549
C 7.568 2.363 -1.210
C -2.720 -3.411 -2.819
B 0.396 -3.430 -1.875
H -2.689 4.553 -0.150
H 6.882 0.172 -2.724
H 7.001 0.741 2.257
H 5.505 -0.767 1.374
H -2.412 1.987 1.072
H 1.868 0.248 -0.144
H -5.547 1.273 4.132
H -5.770 -1.521 1.261
H 3.402 -2.336 -0.197
H -6.688 -0.533 2.964
H 6.247 -1.500 -0.040
H 4.151 0.483 -0.445
H -6.636 0.392 5.257
H -0.519 -0.121 2.134
H -5.957 -1.720 4.099
H -4.862 0.163 5.275
H -3.789 0.571 1.064
H -2.254 -0.050 2.251
H 7.737 2.801 -2.181
H -4.523 -3.026 -3.737
H -3.631 4.859 -1.580
H -0.283 2.753 -0.262
H 1.812 -0.973 -1.410
H -1.155 3.953 -1.782
H -2.407 3.434 -2.909
H 8.397 2.763 2.035
H -0.029 1.069 -0.563
H 0.835 -1.073 1.461
H 8.722 3.798 -0.161
H -3.915 3.376 -0.695
H 2.272 -3.586 -1.569
H -1.506 1.381 -2.349
H 0.130 -3.133 -3.801
H -0.837 2.104 1.791
H -4.206 -2.227 1.560
H -4.815 -0.058 -0.255
H 3.352 -1.340 1.219
H -2.797 1.515 -1.159
H 1.194 -2.570 0.691
*
```

Calculated values
E   -3183.85076 a.u.
Frontier orbital gap (alpha / beta)   7.468 / 4.819 eV
Max |F|   0.0338 Eh/bohr